(1)
The following is a quantum chemistry calculation of a cluster of 3 separate species, C12H27BBrO5 in total in a non-equilibrium geometry, from the OMol25 dataset.

HOMO level = -4.43 eV
total charge = -1
gap between HOMO and LUMO = 7.1 eV

CARTESIAN COORDINATES (ANGSTROEM)
O1 4.788 -1.041 -0.662
C1 4.517 0.101 -0.817
Br1 5.505 1.403 0.415
C2 3.593 0.701 -1.782
B1 2.118 -0.089 -1.918
O2 0.958 0.839 -2.134
C3 0.342 0.852 -0.855
C4 0.441 -0.632 -0.540
O3 1.829 -0.870 -0.691
H1 4.084 0.638 -2.739
H2 3.485 1.757 -1.576
H3 2.198 -0.747 -2.966
H4 -0.705 1.139 -0.848
H5 0.995 1.486 -0.272
H6 -0.047 -1.015 0.347
H7 -0.007 -1.100 -1.423
C5 -3.190 4.887 0.691
C6 -2.858 5.196 -0.760
O4 -2.530 4.060 -1.528
C7 -3.529 3.066 -1.637
C8 -4.815 3.559 -2.282
H8 -2.358 4.368 1.168
H9 -3.386 5.812 1.237
H10 -4.073 4.254 0.784
H11 -1.976 5.835 -0.798
H12 -3.674 5.758 -1.231
H13 -3.730 2.619 -0.657
H14 -3.095 2.279 -2.253
H15 -5.294 4.345 -1.697
H16 -5.524 2.736 -2.379
H17 -4.611 3.962 -3.275
C9 1.251 -3.723 0.481
C10 1.592 -3.175 1.851
O5 0.698 -3.588 2.885
C11 0.607 -4.977 3.103
C12 1.922 -5.632 3.492
H18 0.240 -3.432 0.195
H19 1.947 -3.326 -0.256
H20 1.303 -4.816 0.453
H21 1.533 -2.089 1.825
H22 2.624 -3.424 2.121
H23 0.175 -5.475 2.226
H24 -0.110 -5.098 3.916
H25 2.671 -5.545 2.705
H26 1.769 -6.694 3.692
H27 2.329 -5.164 4.390

natural (NBO) population analysis, charges in e, atoms 1 to 2: -0.52 0.65

(2)
The following is a quantum chemistry calculation of a structure of composition C12H27BI2N2NbO8 in a non-equilibrium geometry, from the OMol25 dataset.

energy above the lowest of the compared OMol25 structures with the same formula, charge and spin = 0.0 kcal per mole
HOMO level = -4.77 eV
total charge = -1
gap between HOMO and LUMO = 6.9 eV

CARTESIAN COORDINATES (ANGSTROEM)
C1 2.785 -0.126 2.155
C2 1.649 -0.765 2.917
O1 1.516 -0.477 4.098
N1 0.749 -1.655 2.286
C3 1.411 -2.923 1.963
Nb1 -0.449 -0.841 0.702
B1 -1.578 0.271 -1.008
N2 -2.233 -0.598 -2.005
O2 -1.679 1.631 -1.175
C4 -2.442 -1.813 1.310
I1 -2.484 -3.937 1.010
C5 -3.523 -1.219 1.804
C6 -3.612 0.266 2.031
I2 -5.329 -2.202 2.375
H1 3.181 -0.746 1.361
H2 3.576 0.180 2.821
H3 2.379 0.756 1.676
H4 2.415 -2.758 1.577
H5 1.527 -3.507 2.878
H6 0.838 -3.508 1.262
H7 -0.629 0.664 1.747
H8 1.024 -0.105 -0.082
H9 -0.117 -2.306 -0.390
H10 -2.711 -1.343 -1.513
H11 -1.512 -1.087 -2.526
H12 -1.655 2.011 -0.298
H13 -3.850 0.771 1.102
H14 -4.430 0.477 2.709
H15 -2.710 0.654 2.474
C7 -6.323 6.301 -2.163
O3 -5.976 5.366 -3.181
C8 -5.341 4.279 -2.722
O4 -5.073 4.071 -1.571
O5 -5.075 3.494 -3.752
C9 -4.380 2.278 -3.419
H16 -6.825 7.123 -2.665
H17 -6.997 5.849 -1.437
H18 -5.433 6.670 -1.657
H19 -4.973 1.669 -2.742
H20 -3.410 2.485 -2.973
H21 -4.239 1.745 -4.354
C10 5.701 -3.143 1.765
O6 5.701 -2.241 0.655
C11 6.823 -2.255 -0.051
O7 7.791 -2.936 0.163
O8 6.697 -1.380 -1.046
C12 7.837 -1.289 -1.897
H22 4.737 -3.035 2.254
H23 5.820 -4.169 1.425
H24 6.489 -2.886 2.470
H25 8.038 -2.246 -2.375
H26 8.712 -0.966 -1.335
H27 7.592 -0.548 -2.651

natural (NBO) population analysis, charges in e, atoms 1 to 2: -0.73 0.71

(3)
The following is a quantum chemistry calculation of a structure of composition C12H27Cl2N2PPd in a non-equilibrium geometry, from the OMol25 dataset.

energy above the lowest of the compared OMol25 structures with the same formula, charge and spin = 0.0 kcal per mole
multiplicity = 5
HOMO level (alpha / beta) = -3.28 / -9.21 eV
gap between HOMO and LUMO (alpha / beta) = 4.0 / 6.5 eV

CARTESIAN COORDINATES (ANGSTROEM)
Pd1 0.080 -0.348 1.648
Cl1 -2.236 1.693 1.517
Cl2 0.937 -2.523 1.706
H1 -1.127 1.001 1.891
H2 1.177 0.708 1.160
P1 -0.047 0.104 -1.070
C1 0.198 1.855 -1.603
C2 1.112 -1.041 -1.948
C3 -1.819 -0.295 -1.353
C4 1.189 2.633 -0.720
H3 -0.799 2.313 -1.448
C5 0.598 1.912 -3.085
H4 1.616 1.515 -3.219
H5 0.576 2.960 -3.416
H6 -0.091 1.332 -3.713
H7 0.810 2.731 0.306
H8 1.310 3.645 -1.133
H9 2.174 2.153 -0.675
H10 -2.320 0.546 -0.838
C6 -2.262 -1.580 -0.634
C7 -2.131 -0.261 -2.849
H11 -2.055 0.765 -3.232
H12 -3.155 -0.624 -3.012
H13 -1.436 -0.901 -3.417
H14 -1.640 -1.814 0.247
H15 -2.264 -2.442 -1.315
H16 -3.288 -1.427 -0.274
C8 2.530 -0.821 -1.384
H17 1.069 -0.754 -3.022
C9 0.706 -2.511 -1.786
H18 2.898 0.200 -1.566
H19 3.209 -1.524 -1.881
H20 2.551 -1.018 -0.305
H21 0.735 -2.802 -0.724
H22 1.435 -3.123 -2.332
H23 -0.296 -2.713 -2.186
N1 0.203 0.789 5.701
C10 -0.184 -0.553 5.875
C11 -0.301 -1.082 4.621
N2 -0.014 -0.085 3.704
C12 0.297 1.015 4.365
H24 0.367 1.491 6.417
H25 -0.348 -1.013 6.838
H26 -0.535 -2.079 4.246
H27 0.574 1.974 3.899

natural (NBO) population analysis, charges in e, atoms 1 to 2: 0.63 -0.40

(4)
The following is a quantum chemistry calculation of a structure of composition C12H27ClIN2P2Rh in a non-equilibrium geometry, from the OMol25 dataset.

multiplicity = 5
HOMO level (alpha / beta) = -14.36 / -14.49 eV
total charge = +2
gap between HOMO and LUMO (alpha / beta) = 7.4 / 5.5 eV

CARTESIAN COORDINATES (ANGSTROEM)
C1 0.959 2.220 -0.783
I1 -3.154 1.147 -2.463
H1 0.571 3.281 -0.889
H2 1.813 1.945 -1.430
H3 1.493 2.306 0.170
Rh1 -0.099 -0.326 1.211
P1 0.385 -0.138 -2.244
C2 1.201 -1.801 -2.651
C3 -0.597 0.000 -3.945
H4 0.123 -0.158 -4.782
H5 1.827 0.731 -4.021
H6 -1.066 1.009 -4.041
H7 1.212 2.075 -2.940
H8 0.480 -2.570 -2.280
H9 -1.405 -0.775 -3.945
C4 1.657 1.057 -2.982
H10 1.351 -1.825 -3.776
H11 2.590 0.998 -2.392
H12 2.163 -1.816 -2.085
P2 -1.351 1.447 1.682
C5 -1.340 0.635 3.338
C6 -0.671 3.169 1.722
H13 -3.165 2.477 0.274
H14 -3.545 2.349 2.055
H15 -3.727 0.883 0.968
C7 -3.136 1.812 1.173
H16 -0.816 3.647 0.704
H17 -1.294 3.632 2.501
H18 -1.993 1.319 3.946
H19 -0.255 0.719 3.663
H20 0.392 3.089 2.016
H21 -1.717 -0.414 3.113
Cl1 -0.957 1.905 -1.045
N1 -1.402 -2.356 1.168
C8 -0.035 -2.611 1.531
C9 0.657 -3.471 2.398
C10 2.023 -3.527 2.197
C11 2.869 -2.693 1.431
C12 2.218 -1.557 0.965
N2 0.895 -1.617 1.261
H22 -2.188 -2.676 1.898
H23 -1.858 -1.626 0.433
H24 -0.049 -4.166 2.713
H25 2.553 -4.389 2.536
H26 3.944 -2.709 1.374
H27 2.441 -0.629 0.252

natural (NBO) population analysis, charges in e, atoms 1 to 2: -0.63 0.05

(5)
The following is a quantum chemistry calculation of a structure of composition C12H27F9KO21P3S3 in a non-equilibrium geometry, from the OMol25 dataset.

multiplicity = 2
HOMO level (alpha / beta) = -6.49 / -6.49 eV
total charge = -1
gap between HOMO and LUMO (alpha / beta) = 8.3 / 3.4 eV

CARTESIAN COORDINATES (ANGSTROEM)
K1 23.776 13.841 -4.928
C1 19.377 14.799 -4.628
F1 19.306 13.475 -4.681
F2 18.123 15.262 -4.576
F3 20.025 15.143 -3.569
S1 20.246 15.534 -6.212
O1 19.629 15.032 -7.398
O2 20.192 17.038 -6.072
O3 21.644 15.061 -6.095
C2 26.668 9.385 -5.133
F4 26.266 9.285 -3.879
F5 27.865 9.990 -5.293
F6 26.879 8.093 -5.534
S2 25.221 10.286 -6.106
O4 24.072 9.456 -5.723
O5 25.237 11.644 -5.528
O6 25.609 10.243 -7.555
C3 28.159 13.373 -7.252
F7 29.102 13.901 -8.019
F8 28.270 12.020 -7.205
F9 28.239 13.808 -6.008
S3 26.462 13.942 -8.073
O7 26.826 15.001 -9.003
O8 26.005 12.672 -8.685
O9 25.513 14.391 -7.006
C4 24.902 11.405 -1.442
O10 23.625 11.396 -0.797
P1 22.481 12.395 -1.354
O11 22.602 12.713 -2.774
O12 22.694 13.660 -0.390
C5 21.917 14.827 -0.544
O13 21.156 11.654 -0.819
C6 19.861 12.176 -1.158
H1 25.123 12.103 -2.250
H2 25.103 10.430 -1.887
H3 25.702 11.498 -0.708
H4 22.646 15.616 -0.731
H5 21.494 15.222 0.379
H6 21.141 14.737 -1.304
H7 19.127 11.488 -1.578
H8 19.922 12.847 -2.015
H9 19.399 12.733 -0.344
C7 27.510 17.986 -7.848
O14 26.284 18.649 -8.088
P2 25.666 19.563 -6.905
O15 24.628 20.576 -7.231
O16 26.993 20.172 -6.132
C8 26.815 21.128 -5.101
O17 25.116 18.474 -5.818
C9 24.352 17.360 -6.175
H10 28.283 18.445 -7.232
H11 28.047 17.932 -8.796
H12 27.414 16.980 -7.440
H13 27.286 20.639 -4.248
H14 25.760 21.303 -4.888
H15 27.267 22.111 -5.230
H16 23.312 17.582 -5.937
H17 24.713 16.508 -5.599
H18 24.507 16.971 -7.181
C10 25.792 16.192 -0.839
O18 27.078 15.586 -1.230
P3 27.176 14.940 -2.748
O19 25.830 14.686 -3.336
O20 28.134 15.857 -3.646
C11 27.727 17.080 -4.158
O21 28.039 13.587 -2.467
C12 28.121 12.534 -3.471
H19 25.241 15.491 -0.212
H20 25.213 16.391 -1.741
H21 26.026 17.151 -0.378
H22 26.646 17.210 -4.121
H23 28.170 17.187 -5.148
H24 28.210 17.888 -3.608
H25 27.897 11.661 -2.859
H26 29.092 12.471 -3.964
H27 27.345 12.663 -4.225

Löwdin population analysis, charges in e, atoms 1 to 2: 0.80 -0.70

(6)
The following is a quantum chemistry calculation of a structure of composition C12H27I2OP2SiW in a non-equilibrium geometry, from the OMol25 dataset.

multiplicity = 3
HOMO level (alpha / beta) = -18.26 / -18.32 eV
total charge = +3
gap between HOMO and LUMO (alpha / beta) = 4.8 / 5.5 eV

CARTESIAN COORDINATES (ANGSTROEM)
I1 0.346 -0.877 -5.812
I2 -0.379 1.541 -4.339
W1 -0.032 0.525 -1.445
P1 -2.314 -0.200 -1.588
C1 -3.249 1.301 -1.200
C2 -2.850 -0.695 -3.249
H1 -3.945 -0.782 -3.290
H2 -4.048 -1.513 -0.495
H3 -2.370 -1.642 -3.533
H4 -2.514 -2.430 -0.659
H5 -2.994 2.091 -1.915
H6 -2.513 0.071 -3.974
C3 -2.946 -1.442 -0.426
H7 -4.322 1.052 -1.271
H8 -2.659 -1.172 0.603
H9 -3.013 1.618 -0.175
P2 2.311 -0.115 -1.584
C4 3.205 1.408 -1.179
C5 2.990 -1.344 -0.416
H10 2.439 -1.559 -3.526
H11 3.989 -0.665 -3.266
H12 2.538 0.148 -3.970
C6 2.889 -0.596 -3.236
H13 2.592 -2.346 -0.649
H14 4.095 -1.378 -0.480
H15 4.286 1.199 -1.247
H16 2.953 1.714 -0.156
H17 2.691 -1.083 0.613
H18 2.925 2.193 -1.891
C7 -0.049 2.514 -1.334
O1 -0.066 3.575 -1.839
C8 1.572 -0.918 4.237
Si1 0.002 -0.146 3.515
C9 -1.570 -0.918 4.235
C10 0.000 1.693 4.080
C11 0.005 -0.470 1.667
C12 -0.005 -0.068 0.446
H19 1.581 -0.919 5.330
H20 2.443 -0.367 3.874
H21 1.592 -1.944 3.868
H22 -1.579 -0.918 5.328
H23 -2.441 -0.366 3.872
H24 -1.591 -1.944 3.867
H25 0.893 2.214 3.717
H26 -0.894 2.213 3.717
H27 0.000 1.745 5.174

natural (NBO) population analysis, charges in e, atoms 1 to 2: 0.27 0.16

(7)
The following is a quantum chemistry calculation of a cluster of 3 separate species, C12H27O7S in total in a non-equilibrium geometry, from the OMol25 dataset.

HOMO level = -12.76 eV
total charge = +1
gap between HOMO and LUMO = 10.2 eV

CARTESIAN COORDINATES (ANGSTROEM)
C1 0.530 1.062 0.694
C2 0.938 1.526 -0.703
S1 0.923 3.287 -1.072
C3 1.792 4.067 0.315
C4 1.056 5.209 1.005
C5 -0.810 3.762 -1.027
C6 -1.704 3.357 0.146
O1 -2.519 2.311 -0.348
H1 0.589 1.859 1.434
H2 1.214 0.281 1.022
H3 -0.475 0.656 0.705
H4 0.315 1.121 -1.502
H5 1.964 1.238 -0.938
H6 2.071 3.274 1.006
H7 2.704 4.435 -0.152
H8 0.016 4.979 1.221
H9 1.107 6.126 0.422
H10 1.547 5.400 1.957
H11 -1.188 3.250 -1.915
H12 -0.818 4.828 -1.252
H13 -2.276 4.217 0.499
H14 -1.110 2.998 0.987
H15 -3.333 2.247 0.173
C7 -2.774 -0.889 -1.010
O2 -2.404 -2.261 -0.858
C8 -2.210 -2.622 0.416
O3 -2.279 -1.880 1.363
O4 -1.899 -3.910 0.446
C9 -1.648 -4.436 1.761
H16 -2.841 -0.712 -2.079
H17 -3.735 -0.693 -0.537
H18 -2.023 -0.245 -0.564
H19 -2.531 -4.327 2.386
H20 -0.809 -3.919 2.221
H21 -1.416 -5.485 1.609
C10 -0.258 -3.897 -0.588
O5 0.993 -3.923 -1.291
C11 1.997 -3.321 -0.667
O6 1.931 -2.766 0.405
O7 3.088 -3.425 -1.421
C12 4.275 -2.871 -0.843
H22 -0.958 -4.428 -1.223
H23 -0.163 -4.393 0.375
H24 -0.590 -2.872 -0.436
H25 4.512 -3.369 0.094
H26 4.150 -1.804 -0.661
H27 5.058 -3.042 -1.574

natural (NBO) population analysis, charges in e, atoms 1 to 2: -0.65 -0.54

(8)
The following is a quantum chemistry calculation of a structure of composition C12H28Al2FeN4O12P2 in a non-equilibrium geometry, from the OMol25 dataset.

energy above the lowest of the compared OMol25 structures with the same formula, charge and spin = 17.6 kcal per mole
multiplicity = 9
HOMO level (alpha / beta) = -13.71 / -13.64 eV
total charge = +2
gap between HOMO and LUMO (alpha / beta) = 8.7 / 4.0 eV

CARTESIAN COORDINATES (ANGSTROEM)
Fe1 -2.708 -0.746 0.291
Al1 -3.439 -3.090 -2.795
Al2 -3.222 1.762 -2.512
P1 -5.084 -0.543 -0.823
O1 -4.900 -0.517 -2.365
O2 -4.164 0.566 -0.255
O3 -4.216 -1.744 -0.411
O4 -6.547 -0.506 -0.385
P2 -1.021 -0.669 -1.836
O5 -1.625 -1.833 -0.996
O6 -1.947 -0.622 -3.103
O7 0.460 -0.651 -2.112
O8 -1.528 0.443 -0.841
C1 3.098 0.386 0.266
O9 4.194 -0.080 0.369
N1 2.342 0.815 1.373
C2 0.963 1.184 1.213
C3 3.014 1.117 2.648
H1 2.472 0.515 -0.629
H2 0.262 0.773 1.946
H3 0.556 0.968 0.225
H4 1.016 2.234 1.538
H5 3.180 2.195 2.543
H6 2.354 0.974 3.502
H7 3.915 0.524 2.766
C4 0.934 -0.221 -5.394
O10 0.173 -0.186 -6.356
N2 2.173 0.311 -5.586
C5 3.042 0.751 -4.494
C6 2.820 0.389 -6.865
H8 0.619 -0.485 -4.376
H9 3.241 1.822 -4.583
H10 4.028 0.299 -4.614
H11 2.724 0.498 -3.486
H12 3.908 0.292 -6.884
H13 2.417 -0.344 -7.560
H14 2.752 1.407 -7.271
C7 2.744 -2.046 2.428
O11 2.853 -1.598 3.557
N3 1.626 -2.424 1.810
C8 1.543 -2.577 0.352
C9 0.357 -2.550 2.439
H15 3.579 -2.105 1.705
H16 1.016 -3.471 0.014
H17 2.550 -2.603 -0.061
H18 0.971 -1.794 -0.144
H19 0.213 -2.179 3.451
H20 -0.453 -2.048 1.879
H21 -0.066 -3.560 2.381
C10 -3.135 1.149 2.630
O12 -2.445 0.464 1.867
N4 -2.775 1.700 3.789
C11 -3.762 2.337 4.644
C12 -1.450 1.573 4.412
H22 -4.155 1.466 2.369
H23 -3.904 1.830 5.599
H24 -4.743 2.442 4.183
H25 -3.469 3.358 4.893
H26 -1.350 2.409 5.097
H27 -1.367 0.583 4.859
H28 -0.633 1.653 3.696

natural (NBO) population analysis, charges in e, atoms 1 to 2: 1.94 0.95

(9)
The following is a quantum chemistry calculation of a structure of composition C12H28BN2O2P2Sc in a non-equilibrium geometry, from the OMol25 dataset.

energy above the lowest of the compared OMol25 structures with the same formula, charge and spin = 56.6 kcal per mole
HOMO level = -7.39 eV
gap between HOMO and LUMO = 6.7 eV

CARTESIAN COORDINATES (ANGSTROEM)
C1 0.999 -1.276 -3.462
C2 1.065 -0.880 -2.119
N1 -0.114 -0.723 -1.422
C3 -1.308 -0.992 -1.985
C4 -1.406 -1.365 -3.319
C5 -0.232 -1.502 -4.066
C6 2.312 -0.563 -1.449
P1 2.346 -0.319 0.317
Sc1 -0.021 -0.162 0.682
P2 -2.369 0.033 0.460
C7 -2.540 -0.997 -1.078
O1 1.836 2.209 -2.238
O2 -0.814 2.673 -1.941
H1 1.929 -1.403 -4.025
H2 -2.392 -1.570 -3.752
H3 -0.276 -1.802 -5.114
C8 3.085 -1.717 1.194
C9 3.398 1.098 0.704
H4 -3.441 -0.698 -1.633
H5 -2.698 -2.032 -0.725
H6 2.050 1.277 -1.976
H7 3.238 -0.822 -1.968
C10 -3.341 -0.779 1.734
C11 -3.133 1.613 0.104
H8 0.377 1.495 0.599
H9 -0.717 3.565 -1.574
H10 0.125 2.432 -2.168
H11 2.184 2.283 -3.141
H12 -0.128 -1.585 1.101
H13 -0.116 1.347 -0.166
H14 4.124 -1.847 0.866
H15 3.062 -1.523 2.280
H16 2.514 -2.633 0.987
H17 4.440 0.858 0.453
H18 3.074 1.971 0.119
H19 3.324 1.332 1.780
H20 -4.197 1.474 -0.136
H21 -3.043 2.271 0.987
H22 -2.601 2.082 -0.742
H23 -4.397 -0.831 1.438
H24 -2.953 -1.792 1.925
H25 -3.246 -0.203 2.668
B1 0.000 0.000 5.445
C12 0.000 -0.001 3.934
N2 0.001 0.003 2.715
H26 -0.968 0.559 5.902
H27 0.968 0.559 5.902
H28 0.000 -1.118 5.902

natural (NBO) population analysis, charges in e, atoms 1 to 2: -0.30 0.27